Molecular formula: C33H20N9O9SeW
Method: DFT, ωB97M-V/def2-TZVPD

As for the electronic energy: -133560.0088 eV. The calculation puts the gap between HOMO and LUMO (spin up / spin down) at 4.763 / 4.754 eV. For the lowest unoccupied orbital energy (spin up / spin down), the calculation gives 0.18 / 0.18 eV. As for the energy relative to the best compared isomer or geometry (same formula, charge and spin): 1.6 kcal/mol. Its net charge is -1.

Last column: Löwdin charge in e.
Cartesian coordinates (Å):
1 C -0.65209 -4.42495 1.10094  -0.010
2 H 2.32902 2.45458 1.18221  0.097
3 O -0.50610 -1.11651 -1.45511  -0.114
4 N 4.49307 1.66183 -1.40604  0.088
5 H 1.91644 4.66396 2.13695  0.103
6 C 1.02585 -4.10965 -2.85738  -0.241
7 C -3.35535 1.40636 1.49055  -0.015
8 H 3.59785 -0.50987 0.46158  0.104
9 O 0.72375 0.75931 -3.19311  0.089
10 O -1.28325 -3.42527 -3.31836  0.117
11 O 3.22569 -3.90324 -1.78635  0.097
12 H -1.79596 2.30301 -1.13063  0.058
13 C 4.28638 -0.48291 2.51587  -0.010
14 O -2.44769 2.92183 -1.52806  0.052
15 C -2.11673 3.02305 -2.83261  -0.255
16 C -1.59749 -3.40831 1.19354  -0.131
17 C -3.32207 -5.04453 1.54503  -0.085
18 C -2.37687 -6.05954 1.45596  -0.092
19 C -1.25951 3.58302 1.76254  -0.005
20 C -0.78284 2.49403 -4.76322  -0.019
21 H -2.68328 -7.09383 1.54989  0.097
22 C -1.91221 1.26456 1.13502  -0.296
23 H -3.83436 0.43248 1.46337  0.067
24 C -2.93642 -3.72189 1.41170  -0.024
25 C 3.93303 -0.37977 3.81331  0.017
26 W 0.54024 0.03809 -0.02389  1.857
27 C -0.22258 -3.21696 -2.77927  -0.265
28 H -3.85736 2.06297 0.77538  0.083
29 H -1.33661 3.43884 -6.60485  0.094
30 O -0.38744 1.36806 -1.33633  -0.226
31 O 0.09754 -1.77161 0.88974  -0.166
32 C 2.11380 -3.46467 -1.99074  -0.282
33 C 2.54906 -0.17759 4.10227  -0.385
34 H -0.46626 5.43733 2.44542  0.104
35 C -1.16852 -2.00743 1.01243  -0.412
36 H -0.30765 -6.53741 1.14467  0.103
37 N -2.04228 -1.04135 0.97938  0.131
38 C 1.48478 -2.25945 -1.48078  -0.258
39 C -0.95573 2.29080 1.28389  -0.244
40 C 1.08123 4.02194 1.89727  -0.057
41 C 0.18208 -2.12045 -1.89699  -0.259
42 H -3.66112 -2.92080 1.46108  0.108
43 C -0.14489 1.39330 -2.64336  -0.510
44 C -0.24925 4.44513 2.07208  -0.064
45 C -1.04372 -5.74892 1.23228  -0.074
46 O 1.12318 -5.13849 -3.46864  0.134
47 C 3.29568 -0.37801 1.48980  -0.069
48 C 3.27474 1.41658 -1.08996  -0.293
49 N 0.33523 1.91712 1.04022  -0.052
50 N 2.02623 -0.14633 1.68879  0.008
51 C 1.60859 -0.06314 3.00602  -0.424
52 C 5.35507 1.63037 -0.39737  -0.414
53 O 1.97495 -1.34928 -0.68424  -0.173
54 H -2.29696 3.86179 1.87950  0.114
55 Se 0.30053 0.15425 5.10414  1.149
56 C -2.89947 3.86076 -3.62754  -0.024
57 H -3.47868 1.83245 2.48901  0.080
58 H 0.04814 1.93822 -5.17685  0.118
59 N 2.16662 1.19784 -0.80658  0.050
60 C -1.55480 3.32583 -5.55129  -0.098
61 C -1.04133 2.32820 -3.40380  -0.049
62 H -4.36429 -5.28777 1.70830  0.098
63 H 5.31114 -0.61499 2.20102  0.108
64 C -2.61955 4.00942 -4.97158  -0.096
65 N -1.34798 0.11802 0.79124  -0.107
66 C 1.31972 2.78493 1.37118  -0.123
67 H -3.72600 4.38104 -3.16093  0.111
68 H -3.23799 4.66354 -5.57457  0.097
69 N 6.12566 1.61600 0.46911  0.086
70 N 2.04468 -0.08368 5.31404  -0.233
71 N 0.35587 0.11850 3.33951  -0.206
72 H 0.38137 -4.16781 0.90977  0.119
73 H 4.64540 -0.44291 4.62440  0.122

---

Molecular formula: C33H21BrCaN3O4
Method: DFT, ωB97M-V/def2-TZVPD

As for the electronic energy: -135706.2323 eV. The calculation puts the gap between HOMO and LUMO at 6.911 eV. For the lowest unoccupied orbital energy, the calculation gives 1.64 eV. As for the energy relative to the best compared isomer or geometry (same formula, charge and spin): 0.0 kcal/mol. Its net charge is -1.

Last column: Löwdin charge in e.
Cartesian coordinates (Å):
1 C -3.22816 0.56572 -0.48041  -0.143
2 C -0.01817 3.93355 0.22073  -0.214
3 H 2.62064 3.95601 -0.01787  0.108
4 H -0.49371 -4.57490 2.36968  0.113
5 H -4.89555 -2.96096 -0.77080  0.111
6 N -1.51514 2.10368 -0.30006  -0.057
7 H 7.81829 0.04623 0.80601  0.092
8 C 2.21982 3.37303 0.81427  -0.061
9 Ca 0.13367 0.49050 -0.23072  1.328
10 C 0.58132 -6.22838 1.54790  -0.042
11 C -0.70953 6.22787 -0.04056  -0.097
12 C -4.43305 -1.98049 -0.72707  -0.023
13 C -2.23041 4.45405 -0.56218  -0.026
14 C 1.88741 -8.03248 0.53287  -0.205
15 H -8.44960 -0.09532 0.51315  0.092
16 H 5.74289 -0.63557 1.98192  0.102
17 H -7.42008 2.15538 0.69933  0.095
18 C 5.53991 0.88795 -1.56330  -0.072
19 H 0.04210 -6.97420 2.11757  0.112
20 H -2.70741 6.53063 -0.76654  0.096
21 H 1.22263 5.63370 0.64520  0.100
22 H -7.04341 -2.02129 -0.14918  0.106
23 C 1.58224 -6.63990 0.66523  -0.255
24 C -5.46882 1.48422 0.16777  -0.034
25 C -6.61485 -1.02915 -0.05984  -0.053
26 C -4.64997 0.40503 -0.21570  -0.103
27 O 3.00799 0.86155 -2.79411  0.041
28 N -2.76006 1.81966 -0.30733  0.070
29 H -2.51901 -2.67353 -1.34570  0.119
30 C 6.75697 0.71607 -0.93203  -0.680
31 C 4.37747 0.52927 -0.89148  -0.126
32 C 6.85123 0.17638 0.34005  -0.146
33 C 0.38751 -1.33884 1.17713  -0.140
34 H 2.79734 2.46056 0.91717  0.082
35 H -0.47828 7.28312 0.02594  0.098
36 C -7.39542 0.03940 0.30684  -0.107
37 C 0.25624 5.29190 0.30566  -0.028
38 C 2.27832 -5.68192 -0.07544  -0.036
39 H 2.27724 3.95850 1.73559  0.097
40 C -3.13349 -1.83542 -1.04319  0.008
41 H -3.18744 4.10443 -0.92254  0.100
42 C -2.46753 -0.55120 -0.98092  -0.357
43 H 2.51377 -3.60134 -0.50851  0.116
44 C -1.28368 3.49653 -0.20690  -0.176
45 C 0.66686 -2.52897 1.07543  -0.209
46 O 0.88694 2.96603 0.55390  -0.141
47 H 3.05124 -6.00235 -0.76186  0.114
48 C -6.80971 1.30683 0.41530  -0.096
49 O -1.27760 -0.45544 -1.38381  -0.207
50 C -1.95488 5.80864 -0.47700  -0.103
51 O 2.03110 0.75317 -0.77803  -0.293
52 C 3.03086 0.73559 -1.57684  -0.604
53 H 3.53252 -0.30970 0.87854  0.110
54 H 5.45748 1.28766 -2.56451  0.111
55 H -5.01896 2.46161 0.26682  0.095
56 C 5.68513 -0.19874 0.99285  -0.077
57 C 1.97737 -4.34366 0.06709  -0.025
58 N 2.13009 -9.15352 0.43636  0.130
59 C 0.97314 -3.91433 0.94995  -0.262
60 C -5.24654 -0.86647 -0.33020  -0.180
61 C 0.28364 -4.88824 1.68602  -0.033
62 C 4.45124 -0.01690 0.38465  -0.027
63 Br 8.35777 1.22873 -1.83229  0.687

---

Question: Which value of net charge does entry 1 give?
Answer: -1